This record from the Open Molecules 2025 dataset describes C13H14F3IN2O3ReS as an isolated structure at a distorted geometry. The level of theory is the ωB97M-V functional and the def2-TZVPD basis.

The geometry in XYZ format:
```
38
C13H14F3IN2O3ReS (the ωB97M-V functional and the def2-TZVPD basis)
C 3.189 -4.169 0.079
C 2.328 -4.825 -0.998
H 4.025 -3.629 -0.368
H 3.608 -4.930 0.744
H 2.618 -3.465 0.686
H 1.809 -4.091 -1.618
H 2.952 -5.439 -1.656
H 1.578 -5.484 -0.553
C 1.328 2.572 1.095
C 1.701 3.896 0.927
C 1.043 4.754 0.030
C 0.046 4.202 -0.743
H 1.740 1.885 1.835
H 2.525 4.270 1.519
H 1.311 5.801 -0.070
H -0.530 4.751 -1.481
N 0.380 2.017 0.291
C -0.245 2.839 -0.624
C -1.177 2.102 -1.402
N -1.099 0.746 -1.138
C -1.960 -0.100 -1.793
C -3.000 1.776 -2.937
C -2.932 0.407 -2.648
H -1.797 -1.155 -1.565
H -3.622 -0.294 -3.099
C -2.090 2.627 -2.331
H -2.016 3.697 -2.531
H -3.720 2.165 -3.649
Re 0.134 -0.027 0.279
I 2.308 -0.701 -0.780
F -1.558 -2.208 4.855
C -1.416 -2.343 3.521
F -0.366 -3.145 3.254
F -2.534 -2.914 3.030
S -1.200 -0.601 2.715
O -2.279 0.251 3.102
O 0.198 -0.118 2.789
O -1.279 -1.123 1.231
```

As for the max |F|: 0.041 hartree/bohr. The LUMO energy (spin up / spin down) is -9.2 / -9.5 eV. As for the multiplicity: 4. The value obtained for the molar mass is 648.4 g/mol. As for the charge: +2. For the energy relative to the best compared isomer or geometry (same formula, charge and spin), the calculation gives 0.00 kcal per mole. The value obtained for the HOMO energy (spin up / spin down) is -0.59093 / -0.60225 Ha. The electronic energy comes out at -1912.1326 a.u. Its gap between HOMO and LUMO (spin up / spin down) is 6.92 / 6.86 eV.



This record from the Open Molecules 2025 dataset describes a 6-piece molecular cluster, C25H57ClO9S overall at a distorted geometry. The level of theory is the ωB97M-V functional and the def2-TZVPD basis.

The geometry in XYZ format:
```
93
C25H57ClO9S (the ωB97M-V functional and the def2-TZVPD basis)
O -1.002 -0.927 4.114
C -1.588 -0.719 3.089
C -2.003 0.636 2.565
C -1.888 0.434 1.037
Cl -3.067 1.456 0.190
C -0.461 0.825 0.642
S 0.091 0.134 -0.909
O 0.569 1.175 -1.788
O 1.042 -0.910 -0.600
C -2.257 -1.067 0.939
O -1.903 -1.674 2.187
H -1.304 1.384 2.939
H -3.039 0.875 2.815
H -0.400 1.912 0.521
H 0.275 0.507 1.383
H -0.991 -0.463 -1.471
H -1.842 -1.638 0.106
H -3.346 -1.124 0.833
C -1.892 -5.994 -0.894
C -2.181 -4.616 -1.459
O -1.099 -3.708 -1.330
C 0.110 -4.082 -1.976
C -0.019 -4.255 -3.479
H -1.608 -5.925 0.158
H -2.776 -6.629 -0.969
H -1.082 -6.493 -1.426
H -3.003 -4.160 -0.904
H -2.506 -4.684 -2.503
H 0.522 -4.987 -1.517
H 0.807 -3.273 -1.759
H -0.699 -5.065 -3.746
H 0.956 -4.486 -3.909
H -0.393 -3.339 -3.939
C 0.209 6.320 -0.845
C -0.642 5.114 -1.194
O -1.211 4.455 -0.072
C -2.084 5.227 0.730
C -3.301 5.757 -0.008
H 1.010 6.037 -0.160
H 0.655 6.725 -1.754
H -0.372 7.115 -0.373
H -0.022 4.361 -1.673
H -1.420 5.386 -1.915
H -1.540 6.048 1.213
H -2.406 4.553 1.525
H -3.028 6.450 -0.805
H -3.953 6.290 0.685
H -3.863 4.936 -0.455
C 1.269 -6.665 1.997
C 0.147 -6.089 2.844
O -0.880 -7.016 3.150
C -0.486 -8.163 3.880
C 0.120 -7.857 5.239
H 0.873 -7.076 1.067
H 1.989 -5.882 1.754
H 1.807 -7.462 2.512
H -0.347 -5.288 2.294
H 0.547 -5.639 3.759
H 0.196 -8.783 3.287
H -1.402 -8.740 4.011
H 1.050 -7.293 5.157
H 0.343 -8.787 5.764
H -0.574 -7.273 5.845
C 2.452 2.949 -3.865
C 1.000 3.212 -4.220
O 0.748 4.527 -4.698
C 1.439 4.906 -5.872
C 1.138 4.036 -7.080
H 2.798 3.670 -3.122
H 2.549 1.947 -3.449
H 3.109 3.020 -4.733
H 0.390 3.107 -3.329
H 0.636 2.466 -4.935
H 2.519 4.945 -5.689
H 1.118 5.929 -6.071
H 1.459 3.004 -6.932
H 1.661 4.422 -7.956
H 0.068 4.028 -7.288
C 2.528 3.343 1.206
C 1.510 3.544 2.316
O 0.916 2.342 2.778
C 1.794 1.372 3.335
C 2.564 1.835 4.557
H 2.075 2.826 0.359
H 2.899 4.310 0.865
H 3.386 2.757 1.537
H 0.679 4.144 1.944
H 1.952 4.098 3.151
H 2.479 0.994 2.566
H 1.145 0.541 3.615
H 3.247 2.655 4.328
H 3.156 1.011 4.954
H 1.878 2.177 5.333
```

As for the max |F|: 0.038 hartree/bohr. The LUMO energy is 0.5 eV. The value obtained for the molar mass is 569.2 g/mol. The structure (SMILES) is O=C1C[C@@](Cl)(C[SH](=O)=O)CO1.CCOCC.CCOCC.CCOCC.CCOCC.CCOCC. As for the charge: 0. The value obtained for the HOMO energy is -0.34845 Ha. The electronic energy comes out at -2522.1798 a.u. Its gap between HOMO and LUMO is 10.01 eV.



This record from the Open Molecules 2025 dataset describes a 2-piece molecular cluster, C5H12N2O overall at a distorted geometry. The level of theory is the ωB97M-V functional and the def2-TZVPD basis.

The geometry in XYZ format:
```
20
C5H12N2O (the ωB97M-V functional and the def2-TZVPD basis)
C 1.026 0.411 -1.214
C 0.271 0.021 0.103
C -0.478 -1.310 -0.082
C 0.205 -2.448 0.130
C -2.455 -0.836 -1.318
N -1.851 -1.241 -0.283
N 2.488 0.547 -1.008
H 0.709 1.402 -1.503
H 1.064 -0.505 -1.825
H 0.918 0.128 0.951
H -0.580 0.690 0.220
H 1.253 -2.298 0.373
H 0.015 -3.500 -0.039
H -2.086 -0.671 -2.317
H -3.523 -0.740 -1.112
H 2.991 -0.325 -1.106
H 2.822 0.957 -0.145
H -0.904 3.996 3.603
H -0.561 2.581 3.189
O -1.326 3.141 3.383
```

As for the max |F|: 0.063 hartree/bohr. The LUMO energy is 0.7 eV. The value obtained for the molar mass is 116.2 g/mol. The structure (SMILES) is C=NC(=C)CCN.O. As for the charge: 0. For the energy relative to the best compared isomer or geometry (same formula, charge and spin), the calculation gives 86.32 kcal per mole. The value obtained for the HOMO energy is -0.31263 Ha. The electronic energy comes out at -382.3650 a.u. Its gap between HOMO and LUMO is 9.20 eV.



This record from the Open Molecules 2025 dataset describes C16H28BiClO5P2S as an isolated structure at a distorted geometry. The level of theory is the ωB97M-V functional and the def2-TZVPD basis.

The geometry in XYZ format:
```
54
C16H28BiClO5P2S (the ωB97M-V functional and the def2-TZVPD basis)
C 2.898 4.035 -0.227
C 1.489 3.466 -0.366
H 2.835 5.126 -0.182
H 3.479 3.737 -1.106
H 3.428 3.624 0.633
O 0.599 4.192 -0.782
Cl 3.474 0.937 -0.026
Bi 1.132 1.483 0.106
P 1.120 0.922 -2.191
C -0.461 1.270 -3.036
C 2.368 1.805 -3.187
H 2.362 1.439 -4.218
H 1.651 -1.013 -3.552
H 3.349 1.627 -2.739
H 2.305 -1.136 -1.882
H -0.719 2.324 -2.896
H 2.152 2.876 -3.178
C 1.447 -0.841 -2.490
H -0.386 1.051 -4.105
H 0.580 -1.418 -2.161
H -1.246 0.652 -2.592
P 1.313 1.734 2.459
C -0.269 2.233 3.218
C 1.759 0.187 3.305
H 3.513 2.721 2.751
H 2.486 3.003 4.179
H 2.245 3.962 2.692
C 2.504 2.975 3.085
H 2.501 -0.349 2.712
H 2.150 0.405 4.304
H -0.150 2.369 4.298
H -1.000 1.446 3.014
H 0.856 -0.425 3.369
H -0.616 3.169 2.772
C -0.689 1.826 0.150
O -1.825 2.031 0.156
C -4.530 -5.654 -1.234
C -3.616 -4.577 -0.731
C -3.518 -4.355 0.647
C -2.672 -3.362 1.137
C -1.906 -2.574 0.263
C -2.009 -2.786 -1.117
C -2.858 -3.787 -1.612
S -0.836 -1.311 0.978
O -1.660 -0.248 1.698
O -0.354 -2.047 2.235
O 0.706 -0.665 0.455
H -4.220 -6.633 -0.812
H -5.572 -5.438 -0.913
H -4.508 -5.723 -2.342
H -4.097 -4.950 1.343
H -2.617 -3.209 2.208
H -1.444 -2.185 -1.808
H -2.925 -3.943 -2.682
```

As for the max |F|: 0.375 hartree/bohr. The LUMO energy is -8.8 eV. The value obtained for the molar mass is 638.8 g/mol. As for the charge: +2. The value obtained for the HOMO energy is -0.52601 Ha. The electronic energy comes out at -2757.4514 a.u. Its gap between HOMO and LUMO is 5.52 eV.



This record from the Open Molecules 2025 dataset describes a 2-piece molecular cluster, H3N3O overall at a distorted geometry. The level of theory is the ωB97M-V functional and the def2-TZVPD basis.

The geometry in XYZ format:
```
7
H3N3O (the ωB97M-V functional and the def2-TZVPD basis)
N 1.075 -0.630 0.047
N -1.114 1.002 0.486
N 0.080 -0.557 -0.603
O -0.438 -0.810 -1.633
H 1.758 -1.243 -0.164
H -0.404 1.768 0.567
H -0.958 0.470 1.300
```

As for the max |F|: 0.088 hartree/bohr. The LUMO energy (spin up / spin down) is -0.2 / -0.5 eV. The value obtained for the molar mass is 61.0 g/mol. As for the charge: 0. For the energy relative to the best compared isomer or geometry (same formula, charge and spin), the calculation gives 110.86 kcal per mole. The value obtained for the HOMO energy (spin up / spin down) is -0.34236 / -0.38624 Ha. The electronic energy comes out at -241.0970 a.u. Its gap between HOMO and LUMO (spin up / spin down) is 9.11 / 10.03 eV.



This record from the Open Molecules 2025 dataset describes C53H40BrClN9O7PSTi as an isolated structure. The level of theory is the ωB97M-V functional and the def2-TZVPD basis.

The geometry in XYZ format:
```
114
C53H40BrClN9O7PSTi (the ωB97M-V functional and the def2-TZVPD basis)
Ti 0.970 0.409 -0.991
N 4.371 3.188 -0.287
C 3.146 2.637 -0.657
S 3.164 1.475 -1.959
N 2.114 2.993 0.023
N 0.915 2.420 -0.408
C -0.170 2.986 0.186
C -0.099 3.348 1.613
C -0.630 4.533 2.130
C -0.563 4.812 3.488
C 0.048 3.921 4.360
C 0.595 2.744 3.858
C 0.522 2.462 2.505
C -1.364 3.205 -0.582
C -2.634 3.387 0.024
C -3.738 3.643 -0.752
C -3.603 3.704 -2.139
C -2.333 3.496 -2.657
N -1.248 3.273 -1.933
H 5.048 3.210 -1.031
H 4.278 4.052 0.228
H -1.092 5.242 1.454
H -0.976 5.740 3.865
H 0.111 4.147 5.417
H 1.092 2.050 4.527
H 0.939 1.545 2.101
H -2.731 3.318 1.097
H -4.707 3.780 -0.283
H -4.444 3.893 -2.792
H -2.181 3.526 -3.735
O 1.821 -6.901 -1.656
C 1.954 -5.579 -1.948
O 2.309 -5.247 -3.039
C 1.634 -4.624 -0.865
C 1.621 -4.796 0.505
Cl 1.815 -6.252 1.397
N 1.318 -3.611 1.084
N 1.114 -2.685 0.138
C 1.311 -3.252 -1.021
C 1.117 -2.352 -2.214
O 0.512 -2.742 -3.206
O 1.593 -1.170 -2.042
C 1.288 -3.144 2.434
C 0.676 -1.912 2.660
C 0.644 -1.394 3.943
C 1.223 -2.086 5.000
C 1.852 -3.295 4.758
C 1.897 -3.828 3.475
H 1.534 -7.017 -0.741
H 0.272 -1.355 1.824
H 0.171 -0.433 4.107
H 1.202 -1.673 6.001
H 2.335 -3.830 5.566
H 2.432 -4.749 3.304
N -0.628 -0.111 -0.254
P -2.052 -0.746 -0.347
C -2.093 -2.558 -0.115
C -2.084 -3.041 1.196
C -1.974 -4.398 1.451
C -1.874 -5.295 0.396
C -1.893 -4.828 -0.910
C -2.005 -3.468 -1.165
C -2.930 -0.392 -1.891
C -2.337 -0.770 -3.099
C -2.959 -0.479 -4.300
C -4.168 0.206 -4.313
C -4.746 0.609 -3.121
C -4.127 0.316 -1.913
C -3.103 -0.178 1.018
C -2.530 0.709 1.918
C -3.243 1.143 3.028
C -4.535 0.685 3.236
C -5.112 -0.213 2.342
C -4.396 -0.651 1.239
H -2.152 -2.350 2.027
H -1.953 -4.752 2.474
H -1.778 -6.356 0.592
H -1.803 -5.519 -1.739
H -1.996 -3.133 -2.189
H -1.374 -1.265 -3.106
H -2.492 -0.779 -5.230
H -4.650 0.437 -5.255
H -5.673 1.168 -3.125
H -4.570 0.664 -0.990
H -1.522 1.053 1.735
H -2.780 1.838 3.720
H -5.096 1.020 4.100
H -6.117 -0.576 2.512
H -4.837 -1.366 0.554
O -0.019 0.825 -2.735
N 0.613 1.188 -3.831
C 0.845 2.498 -4.008
C 1.473 2.923 -5.159
C 1.890 1.992 -6.096
C 1.658 0.645 -5.862
C 1.008 0.253 -4.710
H 0.473 3.113 -3.196
H 1.652 3.980 -5.293
H 2.401 2.311 -6.995
H 1.982 -0.116 -6.557
H 0.804 -0.771 -4.423
Br 8.411 0.718 1.792
C 6.534 0.957 1.960
C 6.051 1.967 2.776
N 4.753 2.194 2.934
C 3.902 1.424 2.257
C 4.302 0.381 1.432
C 5.658 0.136 1.284
C 3.330 -0.493 0.675
O 3.694 -1.592 0.307
O 2.149 0.035 0.517
H 6.737 2.609 3.318
H 2.851 1.658 2.361
H 5.988 -0.671 0.645
```

As for the max |F|: 0.011 hartree/bohr. The LUMO energy (spin up / spin down) is 2.2 / 2.1 eV. As for the multiplicity: 2. The value obtained for the molar mass is 1141.2 g/mol. As for the charge: -1. For the energy relative to the best compared isomer or geometry (same formula, charge and spin), the calculation gives 16.35 kcal per mole. The value obtained for the HOMO energy (spin up / spin down) is -0.11217 / -0.15918 Ha. The electronic energy comes out at -7686.6267 a.u. Its gap between HOMO and LUMO (spin up / spin down) is 5.20 / 6.48 eV.



This record from the Open Molecules 2025 dataset describes a 2-piece molecular cluster, C2H9BNO2 overall at a distorted geometry. The level of theory is the ωB97M-V functional and the def2-TZVPD basis.

The geometry in XYZ format:
```
15
C2H9BNO2 (the ωB97M-V functional and the def2-TZVPD basis)
B 2.070 0.023 0.097
C -1.352 0.402 -0.705
C 0.138 -1.064 0.589
N -0.977 -0.105 0.629
O 2.992 -0.757 -0.386
O 1.894 1.289 0.435
H -1.658 -0.425 -1.342
H -2.173 1.112 -0.627
H -0.487 0.887 -1.150
H 0.328 -1.490 1.564
H -0.003 -1.820 -0.169
H -0.690 0.684 1.219
H -1.802 -0.544 1.063
H 3.886 -0.483 -0.605
H 2.614 1.924 0.387
```

As for the max |F|: 0.108 hartree/bohr. The LUMO energy (spin up / spin down) is -3.3 / -6.8 eV. As for the multiplicity: 3. The value obtained for the molar mass is 89.9 g/mol. As for the charge: +1. For the energy relative to the best compared isomer or geometry (same formula, charge and spin), the calculation gives 49.69 kcal per mole. The value obtained for the HOMO energy (spin up / spin down) is -0.32012 / -0.59718 Ha. The electronic energy comes out at -311.2987 a.u. Its gap between HOMO and LUMO (spin up / spin down) is 5.39 / 9.44 eV.



This record from the Open Molecules 2025 dataset describes an isolated ion of composition C5H9N and charge -1 at a distorted geometry. The level of theory is the ωB97M-V functional and the def2-TZVPD basis.

The geometry in XYZ format:
```
15
C5H9N (the ωB97M-V functional and the def2-TZVPD basis)
C 0.950 -0.587 -2.084
N 0.393 1.385 0.035
C -0.241 0.118 0.045
C 0.026 -0.805 -0.888
C -0.817 -0.002 2.462
C -1.238 -0.116 1.119
H 0.567 -1.132 -2.954
H 1.983 -0.907 -1.906
H 0.978 0.487 -2.325
H 1.399 1.357 -0.058
H 0.015 1.963 0.766
H -0.503 -1.729 -0.979
H 0.231 0.130 2.643
H -1.471 -0.153 3.313
H -2.273 -0.009 0.811
```

As for the max |F|: 0.036 hartree/bohr. The LUMO energy (spin up / spin down) is 4.4 / 4.2 eV. As for the multiplicity: 2. The value obtained for the molar mass is 83.1 g/mol. As for the charge: -1. For the energy relative to the best compared isomer or geometry (same formula, charge and spin), the calculation gives 8.45 kcal per mole. The value obtained for the HOMO energy (spin up / spin down) is 0.03303 / -0.10295 Ha. The electronic energy comes out at -250.5704 a.u. Its gap between HOMO and LUMO (spin up / spin down) is 3.49 / 7.03 eV.